[1]
DFT (wB97M-V/def2-TZVPD) results for 4 unconnected molecules or ions with the total composition C21H48B2BrCl2N2O12P2 at a distorted geometry.

Atoms and positions in Å:
C 1.260 4.171 3.114
C 0.365 3.431 2.137
B 0.218 1.787 2.269
P 1.649 1.409 3.543
N 0.935 0.376 4.835
O 2.936 0.506 2.758
O -1.173 1.522 2.774
C -1.874 0.310 2.215
N -3.189 0.908 1.673
C -4.308 -0.079 1.616
C -3.975 -1.530 0.924
C -1.902 -0.714 3.477
Cl -0.878 -2.290 3.670
C -2.769 -0.462 4.702
C -2.852 -1.479 5.989
Cl -3.849 1.081 4.881
C -0.983 0.129 0.885
B -0.413 -1.270 0.302
O -1.114 -2.234 -0.595
O 0.962 -1.697 0.743
P -1.870 0.826 -0.707
O -0.692 0.469 -1.984
Br -2.042 3.081 -0.670
O 0.225 0.977 1.006
H 0.881 4.222 4.220
H 2.273 4.582 2.699
H -0.193 4.106 1.363
H 1.159 0.748 5.788
H 1.346 -0.589 4.756
H 2.834 -0.456 3.035
H -3.431 1.793 2.167
H -4.853 -0.312 2.631
H -5.150 0.407 0.920
H -3.938 -1.403 -0.245
H -4.935 -2.210 1.131
H -3.074 -2.110 1.382
H -2.101 -1.126 6.829
H -3.948 -1.348 6.445
H -2.754 -2.618 5.740
H -0.388 -2.691 -1.133
H 1.633 -1.480 0.020
H -0.423 1.347 -2.394
C 4.906 5.945 0.801
O 4.630 4.829 1.643
C 4.993 3.586 1.033
C 6.345 3.085 1.549
O 7.410 3.957 1.160
C 7.791 4.848 2.203
H 4.894 6.847 1.416
H 5.884 5.866 0.319
H 4.129 6.028 0.037
H 4.995 3.674 -0.060
H 4.223 2.859 1.308
H 6.552 2.108 1.100
H 6.329 2.953 2.640
H 8.424 4.318 2.921
H 6.927 5.271 2.721
H 8.367 5.665 1.763
C -1.341 1.901 -8.410
O -0.204 1.350 -7.752
C 0.461 2.308 -6.922
C 0.073 2.138 -5.451
O -1.311 2.434 -5.237
C -2.113 1.259 -5.172
H -1.960 1.076 -8.771
H -1.945 2.521 -7.741
H -1.014 2.498 -9.265
H 0.262 3.329 -7.269
H 1.535 2.126 -7.024
H 0.648 2.851 -4.851
H 0.315 1.129 -5.091
H -2.008 0.802 -4.184
H -1.843 0.531 -5.941
H -3.156 1.548 -5.318
C -3.425 -7.876 -1.870
O -2.746 -6.640 -2.076
C -2.830 -5.778 -0.936
C -1.553 -5.839 -0.094
O -1.373 -7.131 0.494
C -0.454 -7.936 -0.237
H -3.078 -8.585 -2.625
H -3.226 -8.297 -0.881
H -4.500 -7.726 -1.993
H -3.714 -6.016 -0.332
H -2.951 -4.759 -1.316
H -1.641 -5.123 0.730
H -0.672 -5.556 -0.688
H 0.568 -7.632 0.004
H -0.611 -7.866 -1.317
H -0.594 -8.976 0.067

Calculated values
- Net charge: -1
- LUMO level: 2.30 eV
- HOMO: -2.8 eV
- Orbital gap: 5.1 eV

[2]
DFT (wB97M-V/def2-TZVPD) results for 3 unconnected molecules or ions with the total composition C21H48B2N3O4 at a distorted geometry.

Atoms and positions in Å:
N 0.678 -1.666 -2.796
B 1.321 -2.874 -3.452
O 0.732 -4.110 -3.077
B 2.605 -2.894 -4.555
C 3.726 -1.704 -4.327
C 3.242 -0.276 -4.567
C 4.246 0.763 -4.103
O 5.290 0.972 -5.054
H -0.316 -1.712 -3.002
H 0.742 -1.732 -1.783
H 0.429 -4.064 -2.161
H 3.170 -3.985 -4.423
H 2.172 -2.868 -5.710
H 4.202 -1.756 -3.350
H 4.532 -1.879 -5.042
H 2.294 -0.083 -4.084
H 3.151 -0.123 -5.635
H 3.769 1.727 -3.985
H 4.673 0.474 -3.147
H 5.794 0.149 -5.108
C -2.983 -4.759 2.869
C -1.553 -4.715 2.280
C -0.485 -4.839 3.375
C -0.213 -3.557 4.158
C 0.070 -2.407 3.197
C -1.057 -2.200 2.189
N -1.356 -3.477 1.467
O -0.497 -3.660 0.527
C -2.292 -1.635 2.915
C -0.644 -1.151 1.167
C -1.439 -5.941 1.383
H -3.409 -3.784 3.080
H -3.668 -5.235 2.167
H -3.005 -5.335 3.795
H 0.454 -5.156 2.911
H -0.775 -5.641 4.056
H -1.054 -3.322 4.818
H 0.650 -3.709 4.810
H 0.228 -1.478 3.748
H 1.001 -2.615 2.661
H -3.148 -1.579 2.240
H -2.076 -0.625 3.262
H -2.583 -2.202 3.797
H 0.294 -1.404 0.679
H -0.508 -0.188 1.659
H -1.407 -1.034 0.395
H -2.103 -5.862 0.523
H -1.727 -6.821 1.960
H -0.426 -6.094 1.016
C 1.039 5.578 -0.440
C 0.569 4.185 0.045
C -0.077 3.374 -1.086
C -1.518 3.758 -1.410
C -2.364 3.759 -0.139
C -1.789 4.672 0.942
N -0.361 4.317 1.212
O -0.287 3.286 1.979
C -1.952 6.141 0.510
C -2.590 4.522 2.228
C 1.834 3.451 0.471
H 0.316 6.373 -0.290
H 1.934 5.887 0.102
H 1.287 5.555 -1.501
H -0.063 2.316 -0.809
H 0.544 3.460 -1.977
H -1.556 4.732 -1.907
H -1.930 3.040 -2.121
H -3.386 4.073 -0.361
H -2.426 2.737 0.246
H -1.449 6.811 1.209
H -3.010 6.401 0.501
H -1.583 6.346 -0.492
H -2.639 3.489 2.563
H -3.609 4.866 2.058
H -2.157 5.123 3.030
H 2.286 3.921 1.345
H 2.550 3.490 -0.350
H 1.648 2.405 0.702

Calculated values
- 2S+1: 3
- Net charge: -1
- LUMO level (alpha / beta): 2.14 / 1.97 eV
- HOMO (alpha / beta): -3.8 / -3.8 eV
- Orbital gap (alpha / beta): 5.9 / 5.8 eV